Run w
47
Properties=species:S:1:pos:R:3:nbo_charge:R:1 method="wB97M-V/def2-TZVPD" charge=0 smiles="C[C@]12CCC(=O)c3n[nH]c(c31)C[C@H]1[C@H]2CC[C@]2(C)C(=O)CC[C@H]12" multiplicity=1 homo_lumo_gap_ev=9.66
C 2.85 1.62 -0.55 -0.620
C 1.86 0.46 -0.59 -0.100
C 2.54 -0.87 -0.19 -0.381
C 3.84 -1.08 -1.12 -0.503
C 3.63 -0.80 -2.63 0.539
O 4.45 -1.33 -3.39 -0.521
C 2.35 -0.21 -3.10 -0.015
N 1.61 -0.35 -4.22 -0.191
N 0.38 -0.04 -3.88 -0.307
C 0.21 0.29 -2.55 0.126
C 1.48 0.30 -1.98 -0.057
C -1.09 0.39 -1.83 -0.429
C -0.88 -0.01 -0.31 -0.194
C 0.52 0.65 0.27 -0.177
C 0.76 0.10 1.65 -0.395
C -0.52 0.33 2.63 -0.393
C -2.00 0.29 2.10 -0.178
C -2.86 1.47 2.60 -0.600
C -2.49 -1.11 2.42 0.628
O -2.62 -1.46 3.60 -0.540
C -3.16 -1.80 1.22 -0.538
C -3.31 -0.67 0.21 -0.411
C -2.06 0.35 0.54 -0.187
H 3.26 1.79 -1.59 0.232
H 2.37 2.57 -0.32 0.220
H 3.61 1.60 0.25 0.216
H 1.87 -1.75 -0.41 0.209
H 2.87 -0.88 0.82 0.210
H 4.66 -0.50 -0.64 0.234
H 4.26 -2.09 -0.99 0.245
H -0.39 -0.10 -4.56 0.410
H -1.90 -0.22 -2.29 0.217
H -1.47 1.36 -1.87 0.215
H -0.63 -1.07 -0.28 0.196
H 0.26 1.71 0.28 0.195
H 1.73 0.35 2.08 0.221
H 0.78 -1.00 1.53 0.195
H -0.41 -0.44 3.42 0.229
H -0.48 1.28 3.09 0.202
H -2.82 1.46 3.70 0.229
H -3.94 1.41 2.24 0.223
H -2.36 2.48 2.32 0.217
H -4.16 -2.00 1.52 0.244
H -2.69 -2.78 0.96 0.242
H -3.43 -0.99 -0.81 0.217
H -4.30 -0.24 0.32 0.212
H -2.17 1.53 0.34 0.212

Run x
47
Properties=species:S:1:pos:R:3:nbo_charge:R:1 method="wB97M-V/def2-TZVPD" charge=0 smiles="CCCCNCCC/C=N/c1ccc(C(=O)O)c2ccccc12" multiplicity=1 homo_lumo_gap_ev=7.28
C -0.97 -2.74 0.13 -0.599
C -1.25 -1.94 1.32 -0.393
C -0.03 -1.13 1.91 -0.405
C -0.42 -0.23 3.14 -0.194
N -1.44 0.75 2.77 -0.660
C -1.59 2.14 3.13 -0.206
C -2.45 2.85 2.08 -0.402
C -1.64 3.39 0.93 -0.465
C -1.42 2.29 -0.07 0.162
N -0.12 2.12 -0.38 -0.458
C 0.28 1.08 -1.21 0.152
C -0.65 0.57 -2.20 -0.241
C -0.37 -0.44 -3.04 -0.183
C 0.84 -1.15 -2.96 -0.107
C 1.06 -2.16 -3.98 0.743
O 2.00 -1.92 -4.75 -0.594
O 0.03 -2.89 -4.38 -0.646
C 1.83 -0.65 -2.04 -0.059
C 3.03 -1.33 -1.94 -0.172
C 4.02 -1.00 -0.99 -0.205
C 3.63 0.07 -0.13 -0.201
C 2.44 0.83 -0.23 -0.212
C 1.52 0.45 -1.21 -0.013
H -1.89 -2.95 -0.49 0.210
H -0.30 -3.58 0.30 0.200
H -0.37 -2.15 -0.45 0.202
H -1.96 -1.15 0.92 0.182
H -1.77 -2.54 2.07 0.201
H 0.75 -1.78 2.29 0.207
H 0.41 -0.42 1.15 0.205
H 0.45 0.32 3.56 0.175
H -0.72 -0.90 3.98 0.173
H -1.68 0.66 1.78 0.351
H -0.62 2.57 3.17 0.168
H -2.15 2.17 4.06 0.187
H -2.95 3.79 2.47 0.218
H -3.22 2.14 1.80 0.209
H -2.28 4.11 0.37 0.225
H -0.65 3.69 1.31 0.241
H -2.27 1.70 -0.38 0.177
H -1.57 1.14 -2.41 0.208
H -1.07 -0.82 -3.72 0.220
H 0.56 -3.41 -5.07 0.505
H 3.37 -2.03 -2.69 0.226
H 4.93 -1.53 -0.96 0.219
H 4.41 0.28 0.63 0.207
H 2.27 1.69 0.42 0.241

Energies relative to the minimum, kJ/mol: run w 0.0; run x 24.6

Run w
31
Properties=species:S:1:pos:R:3:nbo_charge:R:1 method="wB97M-V/def2-TZVPD" charge=+1 multiplicity=1 homo_lumo_gap_ev=8.48
C 2.26 0.21 -3.10 -0.172
C 0.91 -0.01 -3.33 -0.291
C 2.82 0.63 -1.91 -0.283
C 0.75 0.19 -1.05 -0.326
C 0.05 -0.06 -2.26 0.310
C 1.99 0.61 -0.75 0.317
C -3.31 -0.43 0.82 -0.441
C -0.93 -0.23 1.26 -0.075
C -2.41 -0.91 3.09 -0.414
C 3.47 1.60 0.74 -0.279
N -1.46 -1.76 0.91 -0.395
N -2.20 -0.87 1.63 -0.096
O -1.28 -0.27 -2.25 -0.674
O 2.21 0.88 0.61 -0.514
H 2.68 0.48 -4.05 0.223
H 0.74 -0.19 -4.35 0.224
H 3.76 1.01 -2.02 0.224
H -3.70 0.60 1.07 0.238
H -3.08 -0.24 -0.24 0.275
H -4.13 -1.05 0.87 0.240
H -0.15 -0.24 2.03 0.256
H 0.31 -0.10 -0.19 0.173
H -1.00 0.64 0.60 0.277
H -1.49 -1.13 3.58 0.229
H -2.59 0.17 3.33 0.240
H -3.05 -1.51 3.57 0.244
H 3.31 2.64 0.42 0.202
H 4.31 1.06 0.52 0.199
H 3.53 1.91 1.82 0.201
H -1.04 -2.55 1.42 0.398
H -1.31 -1.06 -2.77 0.490

Run x
31
Properties=species:S:1:pos:R:3:nbo_charge:R:1 method="wB97M-V/def2-TZVPD" charge=+1 smiles="C[N@H+]1CC(=O)NC(=O)[C@]1(C)C1(C)CC1" multiplicity=1 homo_lumo_gap_ev=10.88
C 0.28 -2.15 -0.26 -0.412
N -0.64 -0.97 -0.31 -0.369
C -1.97 -1.41 0.12 -0.310
C -3.02 -0.26 -0.04 0.673
O -4.19 -0.51 0.03 -0.482
N -2.54 1.06 -0.06 -0.655
C -1.26 1.50 0.03 0.687
O -0.89 2.66 0.00 -0.509
C -0.16 0.28 0.39 0.112
C 0.00 0.08 1.87 -0.659
C 1.20 0.73 -0.30 -0.077
C 1.05 0.71 -1.82 -0.644
C 2.24 1.58 0.28 -0.382
C 2.52 0.13 0.16 -0.457
H 0.45 -2.41 0.68 0.223
H 0.02 -2.93 -0.94 0.243
H 1.20 -1.69 -0.57 0.246
H -0.66 -0.75 -1.29 0.444
H -1.93 -1.52 1.13 0.246
H -2.31 -2.27 -0.52 0.274
H -3.19 1.75 -0.29 0.443
H 0.16 -1.06 2.20 0.233
H -0.95 0.43 2.46 0.248
H 0.77 0.68 2.17 0.244
H 1.84 1.29 -2.23 0.256
H 0.08 1.33 -1.93 0.222
H 1.07 -0.26 -2.34 0.212
H 2.35 2.05 1.33 0.254
H 2.66 2.30 -0.53 0.239
H 3.16 -0.18 -0.57 0.226
H 2.65 -0.19 1.13 0.229

Energies relative to the minimum, kJ/mol: run w 407.4; run x 0.0

Run w
18
Properties=species:S:1:pos:R:3:nbo_charge:R:1 method="wB97M-V/def2-TZVPD" charge=0 smiles=CSC.O.O.O multiplicity=1 homo_lumo_gap_ev=8.94
C -1.95 0.75 2.71 -0.770
S -1.58 1.59 4.25 0.207
C -1.39 3.31 3.75 -0.751
H -1.14 0.45 2.01 0.204
H -2.53 1.36 2.01 0.217
H -2.39 -0.22 2.90 0.233
H -2.30 3.86 3.53 0.213
H -1.02 3.80 4.66 0.232
H -0.66 3.45 2.96 0.215
O 4.48 -3.29 -3.80 -0.945
H 3.55 -3.10 -3.68 0.479
H 4.98 -2.52 -3.59 0.465
O 0.16 0.24 -2.35 -0.955
H 0.69 0.10 -1.59 0.475
H -0.66 0.75 -2.14 0.481
O 0.84 -3.75 -3.71 -0.951
H 0.64 -2.84 -3.44 0.476
H 0.27 -3.92 -4.50 0.476

Run x
18
Properties=species:S:1:pos:R:3:nbo_charge:R:1 method="wB97M-V/def2-TZVPD" charge=0 smiles=CSC.O.O.O multiplicity=1 homo_lumo_gap_ev=9.28
C 0.93 1.71 0.06 -0.744
S 1.42 0.28 1.04 0.149
C 0.07 0.28 2.21 -0.752
H -0.01 1.52 -0.45 0.242
H 0.75 2.54 0.72 0.213
H 1.69 1.90 -0.69 0.221
H 0.04 -0.73 2.61 0.226
H -0.83 0.57 1.68 0.250
H 0.26 0.99 3.03 0.212
O -2.01 0.63 -0.27 -0.970
H -2.32 -0.28 -0.33 0.499
H -2.29 1.10 -1.06 0.477
O 1.52 -1.53 -1.73 -0.975
H 2.17 -1.06 -2.27 0.477
H 1.68 -1.18 -0.83 0.484
O -1.31 -2.07 -1.43 -0.977
H -0.36 -1.90 -1.50 0.503
H -1.42 -2.77 -0.78 0.465

Energies relative to the minimum, kJ/mol: run w 71.9; run x 0.0